Record 1
{"formula": "C44H52CuN4P2SSbSe", "method": "the ωB97M-V functional and the def2-TZVPD basis", "elements": ["Sb", "Se", "Cu", "S", "P", "P", "N", "N", "N", "N", "C", "C", "C", "C", "C", "C", "C", "C", "C", "C", "C", "C", "C", "C", "C", "C", "C", "C", "C", "C", "C", "C", "C", "C", "C", "C", "C", "C", "C", "C", "C", "C", "C", "C", "C", "C", "C", "C", "C", "C", "C", "C", "C", "C", "H", "H", "H", "H", "H", "H", "H", "H", "H", "H", "H", "H", "H", "H", "H", "H", "H", "H", "H", "H", "H", "H", "H", "H", "H", "H", "H", "H", "H", "H", "H", "H", "H", "H", "H", "H", "H", "H", "H", "H", "H", "H", "H", "H", "H", "H", "H", "H", "H", "H", "H", "H"], "positions_angstrom": [[12.00, 5.88, 19.22], [4.79, 6.65, 17.63], [9.59, 6.05, 18.07], [8.91, 4.96, 20.04], [11.03, 8.47, 13.77], [10.15, 6.07, 15.74], [7.72, 6.71, 17.54], [6.84, 5.27, 21.60], [9.23, 8.23, 19.88], [7.23, 7.17, 20.62], [11.03, 10.27, 14.27], [9.15, 10.39, 18.79], [6.14, 7.30, 21.51], [7.90, 8.29, 19.99], [6.92, 3.86, 21.96], [10.41, 7.93, 11.21], [10.60, 11.34, 13.50], [7.11, 9.35, 19.54], [7.92, 4.46, 15.48], [11.77, 11.88, 15.94], [5.92, 6.12, 22.14], [14.16, 4.35, 14.24], [12.71, 5.35, 22.23], [7.75, 10.40, 18.94], [6.74, 4.16, 13.48], [11.82, 4.10, 14.77], [12.90, 6.18, 15.28], [12.05, 7.79, 21.67], [8.77, 5.41, 13.43], [11.55, 12.94, 15.04], [10.90, 12.69, 13.86], [9.71, 7.90, 10.03], [8.88, 5.21, 14.84], [13.35, 8.29, 18.11], [11.87, 6.29, 21.37], [8.37, 8.29, 10.05], [9.81, 9.26, 19.25], [8.55, 8.80, 12.41], [11.75, 5.40, 15.19], [11.46, 10.58, 15.56], [7.70, 4.89, 12.74], [13.79, 6.89, 18.48], [7.80, 8.75, 11.24], [11.43, 2.91, 18.96], [14.10, 5.67, 14.82], [6.92, 3.87, 14.78], [9.92, 7.79, 15.15], [13.01, 3.59, 14.22], [6.55, 6.74, 17.54], [13.74, 3.66, 18.04], [12.64, 3.79, 19.15], [9.87, 8.48, 12.37], [14.88, 6.94, 19.49], [7.64, 5.90, 20.72], [12.94, 7.24, 15.63], [11.81, 14.00, 15.29], [10.04, 8.43, 16.04], [14.21, 6.30, 17.66], [8.03, 9.09, 13.30], [10.11, 11.16, 12.51], [10.81, 6.09, 21.55], [14.11, 8.83, 17.50], [10.15, 7.41, 9.15], [9.60, 11.11, 18.22], [12.97, 8.15, 21.22], [15.13, 3.93, 13.81], [6.75, 3.21, 21.05], [12.45, 4.31, 22.09], [6.14, 3.71, 22.75], [13.06, 8.82, 19.03], [8.90, 7.77, 14.73], [14.73, 4.09, 18.44], [6.17, 3.32, 15.38], [10.96, 3.49, 14.80], [5.64, 8.23, 21.53], [13.47, 4.12, 17.08], [7.68, 4.87, 11.67], [9.59, 5.87, 12.84], [13.92, 2.56, 17.88], [10.58, 13.49, 13.22], [13.16, 3.51, 20.06], [14.97, 6.31, 14.89], [14.65, 7.48, 20.42], [11.25, 8.41, 21.28], [7.89, 3.64, 22.35], [8.05, 4.38, 16.57], [11.67, 9.73, 16.19], [13.02, 2.57, 13.87], [15.77, 7.46, 19.14], [6.05, 9.27, 19.55], [12.64, 5.61, 23.30], [11.68, 1.81, 18.73], [13.78, 5.49, 21.99], [5.89, 3.70, 12.94], [10.89, 9.18, 19.22], [12.06, 11.96, 16.99], [11.39, 7.39, 11.28], [12.06, 7.91, 22.73], [6.77, 9.02, 11.38], [5.14, 5.73, 22.71], [10.90, 2.85, 19.92], [7.20, 11.23, 18.46], [15.23, 5.93, 19.70], [10.86, 3.25, 18.09], [7.78, 8.21, 9.18], [12.45, 8.28, 17.52]], "mulliken_spin": [0.077, 0.012, 0.389, 0.124, 0.002, 0.122, 0.033, 0.003, 0.003, 0.001, 0.001, 0.006, -0.001, -0.001, 0.004, 0.000, 0.000, 0.000, 0.009, 0.000, -0.001, 0.010, 0.006, 0.000, 0.000, 0.008, 0.008, 0.014, 0.004, 0.000, 0.000, 0.000, 0.015, 0.005, 0.035, 0.000, 0.025, 0.000, 0.017, -0.002, 0.001, 0.067, 0.000, -0.003, -0.002, 0.003, -0.001, -0.004, 0.003, 0.006, 0.014, 0.000, 0.015, -0.016, 0.001, 0.000, 0.005, -0.008, 0.000, 0.000, -0.010, 0.001, 0.000, 0.000, -0.003, 0.000, -0.001, -0.001, 0.001, -0.004, -0.005, -0.001, 0.000, 0.002, 0.000, 0.000, 0.000, 0.000, 0.000, 0.000, 0.003, 0.000, 0.002, -0.001, -0.001, 0.007, 0.001, 0.000, 0.003, 0.000, 0.003, 0.000, -0.001, 0.000, -0.021, 0.000, 0.000, 0.001, 0.000, 0.000, 0.000, 0.000, -0.001, 0.000, 0.000, 0.015], "homo_ev": [-9.79, -9.79], "lumo_ev": [-2.17, -4.21], "orbital_gap_ev": [7.6293, 5.5746], "charge": 1, "spin_multiplicity": 2, "s2": 0.7578, "energy_ha": -7289.67329}


Record 2
{"formula": "C10H20Br10", "method": "the ωB97M-V functional and the def2-TZVPD basis", "elements": ["Br", "Br", "Br", "Br", "Br", "Br", "Br", "Br", "Br", "Br", "C", "C", "C", "C", "C", "C", "C", "C", "C", "C", "H", "H", "H", "H", "H", "H", "H", "H", "H", "H", "H", "H", "H", "H", "H", "H", "H", "H", "H", "H"], "positions_angstrom": [[-0.71, -1.79, -1.89], [2.01, -2.21, 1.84], [0.27, -3.71, -4.66], [0.55, 5.24, 3.20], [-1.33, 1.98, 5.82], [1.22, -5.90, -0.77], [-3.57, 7.05, -1.09], [-0.94, 0.34, 2.10], [-1.61, 2.89, -1.36], [4.24, -4.63, -2.54], [2.05, -4.33, 0.00], [1.96, -3.49, -3.73], [-2.87, 4.35, -1.66], [-0.54, 3.77, 3.82], [-2.30, 5.59, -1.04], [2.53, -4.84, -3.44], [-1.47, -0.64, -0.53], [-0.38, 0.01, 0.30], [1.11, -3.71, 0.99], [-0.12, 3.37, 5.20], [-1.95, 5.43, -0.02], [2.28, -3.66, -0.83], [0.49, -0.63, 0.39], [-3.07, 4.48, -2.72], [-2.03, 0.14, -1.05], [2.60, -2.82, -4.29], [0.89, 2.97, 5.24], [-2.18, -1.25, 0.02], [-3.79, 4.01, -1.18], [-1.58, 4.08, 3.81], [-0.22, 4.18, 5.92], [1.73, -2.97, -2.80], [-0.42, 2.95, 3.12], [2.69, -5.44, -4.32], [-0.04, 0.89, -0.25], [0.21, -3.31, 0.53], [0.80, -4.40, 1.77], [3.01, -4.54, 0.45], [-1.42, 5.93, -1.60], [1.88, -5.38, -2.75]], "nbo_charge": [-0.015, -0.008, 0.003, -0.015, -0.017, 0.027, 0.007, 0.016, -0.024, -0.025, -0.462, -0.452, -0.435, -0.455, -0.462, -0.469, -0.454, -0.484, -0.444, -0.435, 0.232, 0.225, 0.238, 0.229, 0.232, 0.232, 0.228, 0.230, 0.228, 0.226, 0.227, 0.219, 0.239, 0.230, 0.224, 0.229, 0.230, 0.239, 0.227, 0.237], "homo_ev": -10.12, "lumo_ev": 0.39, "orbital_gap_ev": 10.5031, "spin_multiplicity": 1, "e_above_lowest_kcal_mol": 13.10, "smiles": "BrCCBr.BrCCBr.BrCCBr.BrCCBr.BrCCBr", "energy_ha": -26133.16857}


Record 3
{"formula": "C20H28Cl2N2O6Pr", "method": "the ωB97M-V functional and the def2-TZVPD basis", "elements": ["Pr", "Cl", "Cl", "O", "O", "O", "O", "O", "O", "N", "N", "C", "C", "C", "C", "C", "C", "C", "C", "C", "C", "C", "C", "C", "C", "C", "C", "C", "C", "C", "C", "H", "H", "H", "H", "H", "H", "H", "H", "H", "H", "H", "H", "H", "H", "H", "H", "H", "H", "H", "H", "H", "H", "H", "H", "H", "H", "H", "H"], "positions_angstrom": [[0.60, 1.23, -1.29], [-0.29, 2.04, -3.62], [1.26, 3.75, 0.65], [-4.13, 0.30, -0.78], [2.32, 2.50, -1.54], [3.99, -1.89, -0.10], [0.53, 2.42, 1.10], [0.17, 4.65, 0.10], [2.00, 4.35, 1.77], [-2.07, 1.17, -0.60], [2.38, -0.31, 0.01], [-2.39, 1.51, 1.83], [-2.86, 0.32, -1.18], [2.26, -1.98, -1.81], [3.29, 1.09, 1.88], [-1.89, -2.88, -1.13], [-0.93, -3.75, -0.70], [3.00, -0.31, 1.37], [-2.48, -0.67, -2.24], [1.46, -4.53, -0.59], [4.30, -1.09, 1.11], [2.89, -1.35, -0.62], [0.82, -2.27, -1.49], [-1.47, -1.63, -1.68], [-2.80, 3.38, 0.23], [-3.34, -3.20, -0.99], [-0.16, -1.28, -1.55], [2.07, -1.03, 2.33], [-4.28, 1.36, 0.21], [0.43, -3.51, -0.94], [-2.86, 1.89, 0.44], [3.89, 1.02, 2.80], [-3.12, 1.87, 2.56], [0.95, -5.41, -0.18], [2.06, -4.85, -1.44], [2.36, 1.62, 2.09], [-1.22, -4.69, -0.17], [1.83, -2.04, 1.95], [1.86, 3.34, -1.79], [-4.75, 0.94, 1.10], [-3.15, 3.60, -0.79], [-4.94, 2.12, -0.23], [2.80, -2.89, -2.07], [5.13, -0.41, 0.85], [2.16, -4.16, 0.17], [4.60, -1.77, 1.91], [-1.41, 1.95, 2.03], [-3.46, 3.87, 0.95], [-1.77, 3.75, 0.33], [-3.83, -3.37, -1.95], [-3.90, -2.41, -0.48], [2.33, -1.26, -2.65], [-2.32, 0.42, 1.91], [-3.42, -4.12, -0.41], [-3.39, -1.18, -2.56], [3.84, 1.65, 1.12], [2.56, -1.12, 3.31], [1.14, -0.47, 2.42], [-2.04, -0.09, -3.06]], "mulliken_spin": [2.017, -0.005, 0.000, 0.000, -0.011, 0.000, 0.000, 0.000, 0.000, -0.003, 0.000, 0.001, 0.000, 0.008, 0.001, 0.000, 0.001, 0.001, 0.005, -0.001, 0.000, -0.004, -0.010, -0.003, 0.001, -0.001, 0.004, 0.000, 0.000, -0.001, -0.002, 0.000, 0.000, 0.000, 0.000, 0.000, 0.000, 0.000, 0.002, 0.000, 0.000, 0.000, 0.000, 0.000, 0.000, 0.000, 0.000, 0.000, -0.001, 0.000, 0.000, 0.000, 0.000, 0.000, 0.000, 0.000, 0.000, 0.000, 0.000], "homo_ev": [-4.61, -4.60], "lumo_ev": [2.59, 2.59], "orbital_gap_ev": [7.1930, 7.1872], "charge": -1, "spin_multiplicity": 3, "e_above_lowest_kcal_mol": 0.00, "s2": 2.0026, "energy_ha": -2777.25049}